[1]
# C33H35BiNOP

C33H35BiNOP as an isolated structure (the ωB97M-V functional and the def2-TZVPD basis, the OMol25 dataset).

```
72
Properties=species:S:1:pos:R:3:forces:R:3
Bi 0.0506 0.1462 -1.1424 0.3 -0.2 -1.3
C 2.3685 1.1432 -0.0677 0.8 0.4 -1.1
C 2.7461 0.2529 -1.1486 0.5 1.0 0.3
C 2.7345 1.0215 -2.3574 0.0 0.0 0.5
H 3.0703 -0.7852 -1.0225 -0.1 0.5 -0.1
C 2.2822 2.3283 -2.0482 0.5 -0.1 -0.2
C 2.0614 2.4127 -0.6579 0.9 -0.2 0.7
H 1.7714 3.3195 -0.1031 0.0 -0.5 -0.4
H 2.4825 0.9177 0.9979 -0.4 0.0 -0.5
H 3.0745 0.6654 -3.3396 -0.4 0.1 0.4
H 2.2010 3.1614 -2.7609 -0.2 -0.5 0.3
C -2.2608 1.0323 -0.5083 -0.3 1.7 -0.9
C -1.5517 2.2448 -0.1161 -1.1 -0.5 -1.1
C -1.2734 2.9881 -1.2955 -1.1 -0.4 0.3
H -1.3571 2.5449 0.9098 0.1 -0.1 -0.3
C -1.8035 2.2858 -2.4176 -0.4 -0.3 0.9
C -2.4157 1.0835 -1.9576 0.0 1.1 1.2
H -2.9562 0.3600 -2.5563 0.2 0.0 0.1
H -2.7325 0.3245 0.1662 0.2 0.0 -0.2
H -0.7979 3.9613 -1.3248 0.2 -0.2 0.0
H -1.8348 2.6560 -3.4413 0.2 -0.2 0.2
O 0.0379 -0.2354 -3.6828 0.3 -0.7 -1.9
C -0.0369 0.1646 -5.1082 0.1 -0.7 0.7
C 0.6579 -1.1457 -5.5310 0.3 0.1 0.1
C 0.7322 1.4378 -5.3573 -0.2 0.3 -0.1
C -1.4975 0.2425 -5.4990 -0.1 0.5 -0.4
C 0.5926 -1.5423 -4.0585 -0.1 0.5 0.3
H 1.6885 -1.0291 -5.8778 -0.2 0.1 -0.2
H 0.0973 -1.8004 -6.1919 -0.1 0.0 -0.2
H -0.1084 -2.3537 -3.8434 0.2 0.1 0.2
H 1.5616 -1.6907 -3.5656 -0.4 -0.2 0.0
H 0.7119 1.6471 -6.4375 0.0 0.1 0.1
H 1.7712 1.3553 -5.0228 -0.2 0.0 0.0
H 0.2490 2.2727 -4.8231 0.2 -0.3 -0.1
H -1.6130 0.0275 -6.5699 0.0 0.1 0.1
H -1.8657 1.2579 -5.3039 -0.1 -0.3 0.0
H -2.1014 -0.4687 -4.9300 0.2 0.1 0.0
N 0.0437 -0.8573 0.5895 -0.3 -0.7 2.7
P -0.1404 -0.7617 2.1429 0.7 -0.7 -3.5
C -1.7340 -1.5690 2.4391 -0.3 1.1 -0.4
C -2.8481 -0.7868 2.8069 0.0 -0.8 0.5
C -4.0856 -1.4182 2.9575 0.5 0.0 -0.3
C -4.2160 -2.7627 2.5940 0.2 0.0 0.0
C -3.1500 -3.4782 2.0276 0.3 0.7 0.1
C -1.9055 -2.8560 1.8944 -0.3 -0.2 0.6
C 1.2677 -1.7641 2.6728 0.1 1.3 0.1
C 2.1944 -1.2036 3.5640 0.0 -0.9 0.2
C 3.3312 -1.9453 3.8910 -0.3 0.2 -0.2
C 3.5608 -3.1702 3.2587 -0.1 0.0 0.0
C 2.7055 -3.6494 2.2551 -0.4 0.6 0.2
C 1.5755 -2.9062 1.9075 0.2 -0.5 0.5
C -0.1070 0.7628 3.1046 0.1 0.1 1.0
C -0.6018 0.5973 4.4050 -0.1 0.4 0.4
C -0.5663 1.6457 5.3280 -0.1 -0.4 -0.4
C -0.0104 2.8618 4.9348 0.2 0.2 -0.3
C 0.5168 3.0577 3.6397 -0.5 -0.9 0.3
C 0.4662 2.0036 2.7176 0.0 -0.1 0.0
H -2.7371 0.2911 2.9930 0.0 -0.6 0.1
H -4.9144 -0.8439 3.3655 -0.1 -0.2 -0.2
H -5.1619 -3.2563 2.7407 -0.3 -0.1 0.0
H -3.2631 -4.5100 1.7047 -0.2 0.2 0.0
H -1.0807 -3.3421 1.3593 -0.4 0.2 0.5
H 2.0157 -0.2057 3.9833 0.1 -0.6 0.0
H 4.0011 -1.5439 4.6502 0.1 -0.2 -0.3
H 4.4209 -3.7508 3.5443 0.3 -0.2 0.0
H 2.9002 -4.5927 1.7503 0.1 0.2 0.0
H 0.9550 -3.1854 1.0435 0.3 0.2 0.6
H -1.0373 -0.3725 4.6943 0.3 0.5 -0.1
H -0.9796 1.4688 6.3259 0.2 0.3 -0.3
H 0.0175 3.6743 5.6449 0.0 0.2 0.1
H 0.9615 4.0147 3.3604 -0.2 -0.3 0.1
H 0.8690 2.1503 1.7038 -0.3 -0.3 0.5
```
Forces are in eV/Å.

Values from the calculation:
orbital gap (spin up / spin down) = 2.022 / 2.017 eV
energy relative to the best compared isomer or geometry (same formula, charge and spin) = 0.000 eV
total charge = -2

[2]
# C33H35Cl5F5O4RuSbTe

C33H35Cl5F5O4RuSbTe as an isolated structure (the ωB97M-V functional and the def2-TZVPD basis, the OMol25 dataset).

```
85
Properties=species:S:1:pos:R:3:forces:R:3
Ru -0.2367 0.9660 0.4596 -1.2 0.4 -1.0
C -0.3411 -3.5479 -0.8205 -0.1 -0.2 0.0
O 0.7489 -2.6363 -0.8795 0.0 0.1 0.0
C 1.7903 -3.0331 -1.7468 0.1 0.1 0.1
C 2.8660 -1.9553 -1.7114 0.0 -0.2 -0.1
O 2.3249 -0.6334 -1.8329 -0.1 -0.3 0.3
C 2.3165 -0.0290 -3.0816 0.0 0.4 0.1
C 1.2073 -0.5010 -4.0145 0.3 0.1 -0.8
O 0.0175 -1.0618 -3.1582 0.2 1.1 0.5
C -0.2013 -0.6406 -2.0731 0.4 -1.0 -0.1
H -0.0769 -4.5203 -1.2422 0.1 0.0 0.0
H -0.6301 -3.6786 0.2196 -0.1 0.1 0.0
H -1.2014 -3.1591 -1.3824 0.1 0.0 0.1
H 2.2400 -3.9672 -1.3931 0.0 0.0 -0.1
H 1.4086 -3.2267 -2.7594 0.0 0.1 0.0
H 3.3835 -1.9863 -0.7555 -0.1 0.1 0.1
H 3.6083 -2.1455 -2.4945 -0.1 0.1 0.0
H 2.1701 1.0346 -2.8824 0.0 0.0 -0.1
H 3.2555 -0.1767 -3.6303 0.0 0.0 0.0
H 0.7671 0.3297 -4.5628 -0.2 0.0 0.0
H 1.4194 -1.3383 -4.6693 0.0 -0.2 0.2
H -2.8061 0.3625 -3.0314 0.8 1.4 -2.8
H -3.1422 -1.5625 -1.7604 0.1 0.9 0.4
H -1.7499 1.0374 -0.8490 0.8 0.0 1.1
Cl -0.6950 2.5780 2.0256 -0.1 0.0 0.3
C -1.8395 -0.6614 1.8515 -2.0 1.5 2.1
C -1.9104 -0.8945 0.6531 3.7 -1.7 -0.4
C -4.0243 0.2716 -0.6047 0.4 -0.8 0.9
Cl -2.5408 -0.3149 -1.3763 -3.3 -1.2 -2.6
C -4.5807 0.0920 0.6069 0.3 0.2 0.5
Cl -6.2957 0.3156 0.3045 0.3 0.0 0.0
C -4.2000 -0.0407 2.0880 0.4 0.3 -0.3
Cl -5.5110 0.2130 3.1648 -0.2 0.1 0.1
C -2.9609 -0.2286 2.6645 -0.2 -0.1 -0.6
Cl -2.7200 -0.0570 4.3437 0.0 0.0 0.1
F -0.2759 2.7150 -3.9325 0.3 0.0 -0.5
Te -1.4066 2.6360 -2.3734 -0.9 1.0 1.4
F -2.4347 0.8128 -3.8861 -1.2 -1.8 1.3
F -3.0511 3.4192 -2.8949 -0.2 -0.1 -0.7
F -2.1930 2.8581 -0.5615 -0.3 0.4 0.0
F -0.9220 4.4018 -2.1599 0.7 0.0 0.1
O 0.0944 1.8835 -1.1933 1.6 -0.5 1.1
C 4.3186 1.3814 0.1461 0.0 0.0 0.0
C 4.5399 -0.0232 0.6412 0.0 0.0 0.0
C 5.6698 -0.7144 0.2054 0.0 0.0 0.0
C 5.9418 -2.0025 0.6372 0.0 0.0 0.0
C 5.0839 -2.6264 1.5326 0.0 0.0 0.0
C 3.9569 -1.9527 1.9808 0.1 0.1 0.0
C 3.6765 -0.6592 1.5418 0.0 0.0 0.0
Sb 1.9879 0.4242 2.2652 -0.3 -0.3 -0.4
C 2.9678 2.0041 3.2636 0.1 0.1 0.0
C 2.6564 3.3029 2.8682 0.0 0.0 0.0
C 3.3178 4.3841 3.4287 0.0 0.0 0.0
C 4.2983 4.1607 4.3815 0.0 0.0 0.0
C 4.6139 2.8667 4.7651 0.0 0.0 0.0
C 3.9644 1.7625 4.2176 0.0 0.0 0.0
C 4.3714 0.3852 4.6701 0.0 0.0 0.0
C 1.1347 -0.9416 3.6449 -0.1 0.0 0.0
C 0.8662 -2.2040 3.1158 -0.1 0.0 0.1
C 0.2747 -3.1879 3.8909 0.0 0.0 0.0
C -0.0556 -2.9046 5.2077 0.0 0.0 0.0
C 0.1789 -1.6406 5.7222 0.0 0.0 0.0
C 0.7509 -0.6286 4.9526 0.0 0.0 0.0
C 0.8957 0.7483 5.5430 0.0 0.0 0.0
H 4.6428 1.4799 -0.8903 0.0 0.0 0.0
H 4.8880 2.1000 0.7398 0.0 0.0 0.0
H 3.2717 1.6888 0.1868 0.0 0.0 0.0
H 6.3492 -0.2259 -0.4839 0.0 0.0 0.0
H 6.8259 -2.5152 0.2807 0.0 0.0 0.0
H 5.2959 -3.6248 1.8922 0.0 0.0 0.0
H 3.3158 -2.4343 2.7070 0.0 0.0 0.0
H 1.8875 3.4802 2.1261 0.0 0.0 0.0
H 3.0641 5.3901 3.1225 0.0 0.0 0.0
H 4.8204 4.9954 4.8305 0.0 0.0 0.0
H 5.3822 2.7021 5.5112 0.0 0.0 0.0
H 4.6936 0.4097 5.7108 0.0 0.0 0.0
H 5.2078 0.0122 4.0744 0.0 0.0 0.0
H 3.5643 -0.3436 4.5927 0.0 0.0 0.0
H 1.1025 -2.4229 2.0802 0.0 0.0 -0.1
H 0.0750 -4.1655 3.4709 0.0 0.0 0.0
H -0.5205 -3.6598 5.8278 0.0 0.0 0.0
H -0.1099 -1.4179 6.7424 0.0 0.0 0.0
H 0.2384 0.8583 6.4042 0.0 0.0 0.0
H 0.6344 1.5270 4.8245 0.0 0.0 0.0
H 1.9159 0.9404 5.8803 0.0 0.0 0.0
```
Forces are in eV/Å.

Values from the calculation:
spin multiplicity = 6
orbital gap (spin up / spin down) = 5.380 / 5.529 eV
energy relative to the best compared isomer or geometry (same formula, charge and spin) = 17.396 eV
expectation value of S² = 8.988
total charge = +1

[3]
# C33H35CoF5N4P2

C33H35CoF5N4P2 as an isolated structure (the ωB97M-V functional and the def2-TZVPD basis, the OMol25 dataset).

```
80
Properties=species:S:1:pos:R:3:forces:R:3
Co 0.0728 1.4586 -1.1132 -1.5 -3.0 2.3
C -1.2378 1.3933 -2.8641 0.0 -3.0 -1.5
C -0.8788 0.0116 -2.7321 -1.9 2.4 -1.3
C -0.0928 -0.7081 -3.8389 -0.3 -0.1 -0.1
C 1.2820 -0.0642 -4.1691 -0.3 -0.4 -0.1
C 1.7187 0.6085 -2.9149 1.3 2.7 0.8
C 1.2694 1.8646 -2.4444 3.8 0.4 -4.2
C 0.5872 2.8493 -3.3755 -0.1 0.3 -0.2
C -0.6555 2.2318 -4.0016 -0.1 0.2 0.7
C 0.9077 1.3626 1.5434 -0.6 1.3 1.0
H -2.1402 1.7768 -2.4148 0.1 -0.3 -0.1
H -1.5593 -0.6397 -2.1826 0.3 0.5 0.0
H -0.6957 -0.7852 -4.7576 0.0 0.3 0.3
H 0.0831 -1.7505 -3.5719 -0.1 0.0 0.2
H 2.0111 -0.8510 -4.4301 -0.3 0.3 0.1
H 1.1866 0.5612 -5.0744 0.2 0.1 0.7
H 2.5889 0.1342 -2.4439 -0.6 0.3 0.2
H 1.8657 2.4593 -1.7363 0.2 -0.9 -0.2
H 1.2322 3.3082 -4.1435 0.2 -0.3 0.3
H 0.3086 3.6478 -2.6951 -0.4 0.6 -0.2
H -1.3512 2.9988 -4.3572 0.0 -0.1 0.3
H -0.3624 1.6746 -4.8886 -0.3 -0.3 0.2
H 0.1129 1.9604 2.0323 0.4 0.4 -0.2
H 1.8425 1.9223 1.5266 -0.2 -0.1 0.6
H 0.9944 0.5694 2.2798 0.5 -0.2 0.0
P 1.6600 -0.4492 0.0404 1.4 0.6 -0.2
P -1.5448 -0.7299 0.7072 0.8 2.1 -2.0
N 3.3768 0.5551 -0.3132 -1.1 0.9 0.6
N 2.5014 -1.5866 1.1267 -0.5 1.4 0.8
N -2.5465 0.5777 -0.0696 -0.3 0.9 -0.6
N -2.8370 -1.8374 1.1333 0.5 -0.9 -0.1
C 0.8541 -1.7794 -0.9396 0.3 -1.0 -1.6
C -0.5747 -2.0263 -0.3674 0.6 -1.5 0.0
C 3.3064 1.9596 -0.2618 0.7 0.3 -0.6
C 4.4572 2.5211 -0.8193 -1.5 -1.3 0.8
C 5.2790 1.4378 -1.1706 0.0 -1.2 0.1
C 4.6202 0.2602 -0.8107 0.1 0.3 -0.6
C 3.2423 -1.0942 2.2129 0.8 -1.9 -0.3
C 4.0944 -2.1104 2.6348 -1.1 0.9 -1.0
C 3.8369 -3.2484 1.8246 -0.9 0.2 -0.7
C 2.8247 -2.9298 0.9493 0.5 0.7 0.3
C -1.7582 1.8162 -0.1247 -4.4 0.3 -0.6
C -2.7331 2.8399 -0.5047 1.8 -1.8 1.0
C -3.9228 2.2180 -0.8215 -0.3 -0.3 0.0
C -3.8047 0.8307 -0.5637 0.8 0.9 0.3
C -4.0873 -2.1350 0.6252 -0.7 -0.6 1.0
C -4.7511 -2.9558 1.5334 0.6 0.8 -0.6
C -3.8607 -3.2063 2.6082 0.8 0.1 -0.4
C -2.6674 -2.6187 2.2760 -0.7 0.4 0.2
H 1.4218 -2.7243 -1.1053 -0.8 0.4 0.3
H 0.8060 -1.3449 -1.9639 -0.1 -0.3 1.3
H -1.2662 -2.2522 -1.1878 -0.1 0.1 0.2
H -0.5850 -2.9298 0.2385 0.1 -0.2 0.2
H 2.4530 2.5239 0.1080 0.5 -0.6 -0.2
H 4.6042 3.5675 -0.9497 0.3 0.5 0.0
H 6.2413 1.4834 -1.6453 0.2 0.0 0.1
H 4.9327 -0.7703 -0.8610 0.1 0.0 -0.1
H 3.0911 -0.1171 2.6241 0.0 0.3 -0.2
H 4.8447 -2.0462 3.3802 0.3 0.1 0.6
H 4.3254 -4.1966 1.8095 0.2 -0.4 0.3
H 2.2821 -3.5074 0.2291 0.3 -0.3 0.0
H -1.3039 1.9404 0.7983 1.6 0.5 0.9
H -2.5108 3.8938 -0.4335 -0.1 0.0 -0.2
H -4.8032 2.7652 -1.1367 -0.1 -0.4 -0.1
H -4.5662 0.0724 -0.7006 0.3 0.2 0.1
H -4.4184 -1.8172 -0.3379 0.0 0.2 -0.2
H -5.7510 -3.3299 1.4445 -0.2 0.0 -0.2
H -4.0284 -3.7165 3.5405 -0.1 -0.3 -0.2
H -1.7111 -2.6735 2.7586 -0.1 0.0 0.2
F 0.4729 -1.4279 3.0303 -1.8 -0.4 0.1
C -0.6823 -0.7887 3.4044 0.4 0.5 -1.5
C -1.4243 -0.0774 2.4159 0.6 -0.1 2.2
C -2.1677 0.9772 3.0095 0.5 1.0 0.4
F -2.3293 2.2338 2.4587 -0.8 -1.7 0.0
C -2.5168 0.9658 4.3558 0.1 0.3 -0.3
F -3.3009 1.9599 4.8142 0.4 -0.6 0.0
C -2.0228 -0.0152 5.2028 -0.8 -0.5 0.0
F -2.5722 -0.2036 6.3994 0.3 0.2 0.3
C -1.0537 -0.8800 4.7243 0.2 0.1 -0.2
F -0.5160 -1.8679 5.4379 -0.1 0.3 0.5
```
Forces are in eV/Å.

Values from the calculation:
spin multiplicity = 4
orbital gap (spin up / spin down) = 4.912 / 5.031 eV
expectation value of S² = 3.874
total charge = 0

- What is the formula in the second record?
  C33H35Cl5F5O4RuSbTe